[1]
Computed, not measured: C42H48HfN4O2S2SeSiTe as an isolated structure, with ωB97M-V with the def2-TZVPD basis set.

Computed properties:
**2S+1**: 1
**Net charge**: 0
**Orbital gap**: 0.243 Eh

Structure (XYZ):
```
102
Properties=species:S:1:pos:R:3:mulliken_charge:R:1
Hf -0.57830 -1.38609 -0.15862 -0.660
C 4.64593 -0.49395 -2.78707 -0.929
Si 3.54812 0.87203 -3.40622 0.145
C 4.59689 2.40664 -3.59334 -1.204
C 2.81620 0.45456 -5.06584 -0.767
C 2.21785 1.29072 -2.13225 -0.052
C 2.16517 2.55476 -1.55918 0.214
C 1.28422 2.84921 -0.51843 -1.577
C 0.47905 1.84318 -0.05414 -0.155
N 0.46853 0.61382 -0.60304 0.480
C 1.29043 0.33950 -1.64190 0.510
S 1.09491 -1.27522 -2.26601 -0.279
H 5.35691 -0.79010 -3.57069 0.384
H 4.06982 -1.37612 -2.49632 0.303
H 5.22418 -0.15726 -1.91765 0.213
H 5.46773 2.17828 -4.22166 0.318
H 4.97179 2.76090 -2.62545 0.312
H 4.04985 3.22894 -4.07318 0.321
H 3.58980 0.52867 -5.84189 0.420
H 2.00336 1.14191 -5.32934 0.260
H 2.42368 -0.56940 -5.07431 0.103
H 2.84073 3.33140 -1.90950 0.420
H 1.24344 3.83155 -0.06626 0.502
H -0.19903 2.01094 0.77199 0.221
C -2.95992 4.00382 4.04374 -1.591
C -2.71687 2.84360 3.10168 -0.090
C -3.34275 2.76444 1.86202 -0.414
C -3.15011 1.69073 1.01132 0.924
C -3.80389 1.72505 -0.34878 -0.079
O -3.39042 2.50654 -1.17334 -0.720
C -4.94704 0.80851 -0.64938 0.857
C -5.74299 1.09474 -1.75549 -0.479
C -6.77941 0.24584 -2.11086 -0.600
C -7.01216 -0.90875 -1.36976 -0.423
C -6.22439 -1.19451 -0.26222 -0.979
C -5.20287 -0.32994 0.10674 -0.026
C -2.28239 0.65385 1.35566 0.120
O -2.12760 -0.38441 0.54657 -0.464
C -1.58012 0.75114 2.57065 0.907
C -1.83835 1.82649 3.43055 -1.138
C -0.49292 -0.19824 2.90124 1.207
N 0.08655 -0.90143 1.99981 0.321
C 1.17323 -1.83274 2.37048 -0.637
C 2.14101 -1.92688 1.20198 -0.564
Te 3.61174 -3.42478 1.57382 0.262
C 4.63218 -2.09749 2.86628 -0.213
C 5.43374 -1.08757 2.33333 -0.265
C 6.03882 -0.15966 3.17406 -0.604
C 5.85267 -0.23946 4.55020 -0.460
C 5.06102 -1.24857 5.08460 -0.513
C 4.45007 -2.17604 4.24539 -0.154
C -0.04767 -0.26366 4.33007 -0.959
C -0.84072 -0.91969 5.26314 -0.113
C -0.45007 -0.96573 6.59613 -0.784
C 0.72382 -0.34252 7.00009 -0.520
C 1.51256 0.32137 6.06788 -0.786
C 1.12877 0.35881 4.73427 0.086
H -3.68312 4.70631 3.62596 0.388
H -2.03564 4.55295 4.24255 0.329
H -3.34555 3.65454 5.00406 0.347
H -3.99804 3.57070 1.54212 0.435
H -5.53108 1.98853 -2.33106 0.442
H -7.40337 0.47892 -2.96684 0.405
H -7.80858 -1.58697 -1.65596 0.403
H -6.39590 -2.09780 0.31185 0.417
H -4.59044 -0.56326 0.97001 0.405
H -1.30702 1.87948 4.37579 0.570
H 0.72654 -2.80489 2.55076 0.089
H 1.70302 -1.52176 3.26377 0.822
H 2.64643 -0.97722 1.02226 0.340
H 1.63804 -2.25735 0.27809 -0.075
H 5.58404 -1.02779 1.26141 0.490
H 6.66080 0.62304 2.75398 0.395
H 6.32847 0.48170 5.20423 0.397
H 4.91323 -1.31488 6.15679 0.422
H 3.82605 -2.95765 4.66418 0.383
H -1.76110 -1.39793 4.94148 0.527
H -1.06715 -1.48592 7.32050 0.414
H 1.02511 -0.37513 8.04113 0.395
H 2.42762 0.81149 6.37790 0.486
H 1.74472 0.87156 4.00260 0.473
Se -0.73867 -3.75030 0.27893 -0.558
C -0.95556 0.33071 -5.00065 -1.135
N -2.15093 -0.36576 -4.50230 0.174
C -3.24942 0.55895 -4.21514 -1.179
C -1.96829 -1.44497 -3.66152 0.339
S -2.61782 -1.41760 -2.06423 -0.358
N -1.32057 -2.48534 -4.17554 0.384
C -0.91303 -3.63643 -3.37150 -1.066
C -0.92581 -2.56718 -5.58275 -1.063
H -0.81213 1.25244 -4.42871 0.450
H -1.06367 0.59109 -6.05718 0.275
H -0.06753 -0.27206 -4.86387 0.279
H -3.46761 1.10039 -5.13943 0.362
H -2.99521 1.27532 -3.43099 0.340
H -4.13556 0.01354 -3.90759 0.447
H -1.42896 -3.64421 -2.42263 0.240
H 0.15829 -3.60927 -3.17303 0.380
H -1.14972 -4.54524 -3.93113 0.371
H -1.50438 -1.87686 -6.18396 0.352
H -1.11467 -3.58144 -5.93148 0.386
H 0.13938 -2.35819 -5.70442 0.271
```

---

[2]
Computed, not measured: C42H49Cl2O5P3S3Se2W as an isolated structure, with ωB97M-V with the def2-TZVPD basis set.

Computed properties:
**2S+1**: 2
**Net charge**: +1
**Orbital gap (alpha / beta)**: 0.242 / 0.294 Eh

Structure (XYZ):
```
107
Properties=species:S:1:pos:R:3:mulliken_charge:R:1
W -0.39557 0.54105 -1.19024 -1.042
C -5.20393 4.30037 1.14232 -0.620
C -5.31808 3.09034 1.81406 -1.108
C -4.34259 2.12165 1.65839 -0.191
C -3.23525 2.33870 0.82996 1.127
C -3.13399 3.55105 0.15965 -0.202
C -4.11215 4.52497 0.32109 -1.088
P -2.15723 0.87087 0.64542 2.593
C -1.83947 0.43352 2.39084 0.447
C -1.51574 -0.86282 2.79723 0.181
C -1.27473 -1.15048 4.12997 -1.021
C -1.33821 -0.14718 5.08448 -0.888
C -1.63529 1.14651 4.69304 -0.794
C -1.87444 1.43940 3.35729 -0.487
C -3.17651 -0.21904 -0.33971 0.393
C -4.46831 -0.71786 -0.25146 -0.568
C -4.98178 -1.39700 -1.34711 -0.826
C -4.21228 -1.54135 -2.49967 -1.004
C -2.92658 -1.01625 -2.58387 -0.565
C -2.39291 -0.34328 -1.48595 0.566
H -5.96306 5.06221 1.26063 0.422
H -6.16318 2.90122 2.46280 0.443
H -4.44090 1.19027 2.20413 0.493
H -2.30056 3.75384 -0.49017 0.226
H -4.01364 5.46496 -0.20607 0.457
H -1.44170 -1.64578 2.06534 -0.293
H -1.04316 -2.16660 4.42448 0.480
H -1.15719 -0.37394 6.12742 0.425
H -1.68130 1.93925 5.42499 0.489
H -2.11912 2.45665 3.07784 0.449
H -5.07003 -0.57412 0.63759 0.494
H -5.98858 -1.79337 -1.31790 0.436
H -4.63046 -2.06209 -3.35308 0.501
H -2.35600 -1.13164 -3.49560 0.571
C 3.73607 -0.84240 -6.31111 -1.096
C 2.35303 -1.04824 -5.74710 -0.208
O 1.98408 0.07504 -4.89742 -0.403
P 2.00089 -0.03191 -3.33607 1.361
S 1.50447 1.70867 -2.50650 -0.497
S 0.66956 -1.34044 -2.60213 -0.484
O 3.49184 -0.50133 -3.06234 -0.077
C 3.97193 -1.27540 -1.93935 1.094
C 4.93525 -2.31145 -2.46089 -1.580
H 3.99332 -1.68267 -6.95751 0.389
H 4.47630 -0.77588 -5.51544 0.207
H 3.77366 0.07013 -6.90464 0.323
H 2.27308 -1.97591 -5.17591 0.223
H 1.59464 -1.06566 -6.52658 0.425
H 3.11877 -1.72924 -1.43452 -0.563
H 4.45477 -0.58192 -1.25057 0.115
H 4.43172 -3.00889 -3.13123 0.329
H 5.35356 -2.87676 -1.62681 0.431
H 5.75759 -1.84051 -2.99857 0.374
Se 0.27578 2.99847 -0.03024 -0.207
P 1.78771 2.02186 1.14341 0.930
Se 1.38422 -0.07957 0.57092 -0.101
C 3.47207 2.59954 0.78604 0.790
C 4.11024 2.23212 -0.39599 0.075
C 5.38571 2.69048 -0.67887 -0.854
C 6.04671 3.51365 0.22175 -0.644
C 5.42477 3.87722 1.40633 -0.770
C 4.14611 3.42330 1.69232 -0.835
C 1.65092 2.36527 2.89534 0.519
C 0.95831 3.47834 3.35151 -0.301
C 0.98157 3.78746 4.70325 -0.839
C 1.66600 2.97456 5.59448 -0.520
C 2.33856 1.84663 5.14067 -0.813
C 2.33447 1.54142 3.78978 -0.155
H 3.59706 1.60186 -1.10628 -0.119
H 5.86263 2.40513 -1.60774 0.495
H 7.04380 3.87077 0.00044 0.400
H 5.93304 4.51742 2.11484 0.439
H 3.67983 3.72698 2.61740 0.360
H 0.42978 4.11838 2.65585 0.415
H 0.46186 4.66777 5.05891 0.431
H 1.67546 3.22080 6.64847 0.409
H 2.87750 1.21582 5.83480 0.436
H 2.87876 0.67468 3.43121 0.453
Cl -1.35404 2.87093 -5.74329 -0.156
C -2.23301 2.82758 -4.22180 -0.114
Cl -3.89971 2.25144 -4.42016 -0.163
C -1.55696 1.90800 -3.22469 0.491
O -1.56534 2.26028 -1.99813 -0.378
O -1.03777 0.83738 -3.52944 -0.258
H -2.28111 3.83421 -3.82238 0.324
C 0.90718 -5.85213 -1.07714 -1.328
C 1.50329 -4.66683 -0.33025 -0.020
C 0.47268 -3.90244 0.49236 -0.543
S -0.70268 -3.04235 -0.59441 -0.131
O -0.80818 -1.62932 -0.00916 0.197
C -2.26328 -3.89056 -0.27773 -1.019
C -3.01237 -3.61395 1.02124 0.741
C -2.59021 -4.44421 2.22613 -1.505
H 1.66201 -6.35968 -1.67609 0.441
H 0.11553 -5.53765 -1.76242 0.301
H 0.48426 -6.58215 -0.38377 0.311
H 1.98290 -3.97889 -1.03243 -0.189
H 2.28302 -5.00715 0.35497 0.548
H 0.91966 -3.09294 1.07176 0.186
H -0.07189 -4.56028 1.16777 0.474
H -1.98077 -4.94385 -0.38457 0.681
H -2.87772 -3.62431 -1.13856 0.299
H -4.06966 -3.77882 0.80392 0.478
H -2.93801 -2.55221 1.24741 -0.477
H -2.54610 -5.50874 1.98687 0.374
H -3.30191 -4.31688 3.04139 0.415
H -1.61329 -4.14412 2.61055 0.167
```

---

Calculated molar mass (g mol⁻¹), listed in the same order as above: 1118.14 1235.64
Calculated energy above the lowest of the compared OMol25 structures with the same formula, charge and spin (eV), listed in the same order as above: 0.000 0.287